A 2-piece molecular cluster, C31H33NO4 overall. Source: the Open Molecules 2025 dataset; level of theory: the ωB97M-V functional and the def2-TZVPD basis.

The geometry in ORCA input format:
```
! wB97M-V def2-TZVPD RIJCOSX def2/J DEFGRID3
* xyz 0 1
C -0.4158 -5.3509 -3.6685
C -0.1329 -3.9686 -3.6712
C 0.0982 -3.2969 -2.4743
C -0.0145 -3.9453 -1.2280
C 0.0992 -3.2515 0.0299
C 0.1466 -1.7142 0.0628
C 1.6039 -1.2882 -0.0473
C 2.0643 0.1608 -0.0298
C 3.0994 0.3651 1.1017
C 2.3928 0.0702 2.4470
C 1.9693 -1.3806 2.4327
N 2.2172 -1.9769 1.0823
C 3.6890 -2.0856 0.8842
C 4.2454 -0.6705 0.9319
C 0.1902 -4.0046 1.1870
C -0.0410 -5.4029 1.1904
C -0.2628 -6.0736 -0.0064
C -0.2367 -5.3724 -1.2342
C -0.4486 -6.0399 -2.4664
H -0.6006 -5.8689 -4.6080
H -0.0998 -3.4241 -4.6110
H 0.3624 -2.2395 -2.4968
H -0.4450 -1.2925 -0.7573
H -0.2591 -1.3495 1.0223
H 1.9987 -1.7236 -0.9816
H 2.5387 0.3759 -0.9956
H 1.2402 0.8595 0.0976
H 3.4986 1.3856 1.0843
H 3.0871 0.2289 3.2787
H 1.5183 0.7135 2.5808
H 2.6148 -1.9458 3.1201
H 0.9320 -1.5295 2.7562
H 4.0741 -2.6979 1.7074
H 3.9179 -2.5923 -0.0669
H 4.8072 -0.4780 0.0128
H 4.9335 -0.6006 1.7808
H 0.4286 -3.5144 2.1281
H -0.0503 -5.9520 2.1281
H -0.4650 -7.1466 -0.0247
H -0.6533 -7.1138 -2.4481
C -4.2447 3.8926 1.8559
C -2.9102 4.2550 2.4818
C -3.1486 5.1949 3.6557
O -2.2043 3.0948 2.9653
C -1.5289 2.3190 2.0615
O -1.0127 1.2850 2.4386
C -1.4136 2.8149 0.6730
C -0.8185 2.0289 -0.2868
C -0.7727 2.4292 -1.6923
C -1.8242 3.2115 -2.2593
C -1.7456 3.7155 -3.5551
C -0.6056 3.4827 -4.3327
C 0.4239 2.6903 -3.8129
C 0.3053 2.1099 -2.5482
C -1.5746 4.2918 0.5126
O -1.2310 4.9201 -0.4694
O -2.0740 4.9921 1.5764
H -4.1531 3.2474 0.9776
H -4.8605 3.3917 2.6116
H -4.7511 4.8237 1.5707
H -2.1921 5.5220 4.0657
H -3.6987 6.0688 3.2936
H -3.7348 4.6788 4.4191
H -0.4849 1.0538 0.0311
H -2.7089 3.4129 -1.6568
H -2.5748 4.3218 -3.9227
H -0.5214 3.9135 -5.3255
H 1.3314 2.5273 -4.3950
H 1.0864 1.4426 -2.1643
*
```

## Properties
E_tot = -1556.78499 Ha
Kohn-Sham gap = 6.55 eV
SMILES = c1ccc2c(C[C@H]3CC4CCN3CC4)cccc2c1.CC1(C)OC(=O)C(=Cc2ccccc2)C(=O)O1
molar mass = 483.61 g/mol
ΔE to the lowest compared entry with this formula, charge and spin = 0.0 kcal per mole